{
  "formula": "C20H23ClN2O6S",
  "method": "ωB97M-V with the def2-TZVPD basis set",
  "symbols": ["C", "C", "O", "C", "O", "C", "C", "C", "N", "C", "C", "C", "C", "C", "C", "C", "C", "S", "O", "O", "C", "C", "C", "C", "Cl", "C", "N", "O", "O", "C", "H", "H", "H", "H", "H", "H", "H", "H", "H", "H", "H", "H", "H", "H", "H", "H", "H", "H", "H", "H", "H", "H", "H"],
  "positions_angstrom": [[5.06852, -1.15541, -0.34275], [4.43922, 0.26424, -0.72209], [3.48501, 0.27930, -1.56497], [2.34478, -0.13498, -1.08672], [2.27066, -0.39859, 0.10723], [1.05526, -0.12771, -2.12193], [1.50436, 0.36528, -3.48790], [0.87837, -1.79328, -2.07681], [-0.05518, 0.49622, -1.49874], [-1.45625, 0.32299, -1.99950], [-2.25016, -0.28359, -0.98282], [-2.75768, -1.67361, -1.19726], [-3.41915, -2.33397, -0.26388], [-4.17875, -1.50099, 0.71762], [-4.08187, -0.02588, 0.61877], [-4.59994, 0.84085, 1.74083], [-3.05659, 0.61891, -0.22114], [0.32267, 1.81415, -0.56897], [1.50480, 2.23193, -1.21236], [-0.80148, 2.81340, -0.88823], [0.54857, 1.51481, 1.25390], [1.49463, 1.96386, 1.87076], [1.66677, 1.73497, 3.34399], [0.82768, 0.71876, 3.80170], [0.94833, 0.64066, 5.47509], [-0.24828, 0.31775, 3.07422], [-1.11099, -0.94946, 3.50231], [-2.32399, -0.93185, 3.09162], [-0.70178, -1.65546, 4.47676], [-0.46997, 0.42294, 1.68040], [5.27721, -1.64916, -1.25492], [4.29525, -1.54124, 0.21470], [5.80091, -0.83147, 0.30665], [5.08231, 0.81528, -1.39407], [4.21904, 0.90667, 0.07727], [2.39844, -0.12359, -3.83375], [1.65745, 1.50190, -3.42458], [0.49736, 0.30574, -3.95533], [1.80195, -2.27186, -2.30935], [0.42075, -2.07245, -1.29660], [0.13513, -2.02393, -3.10508], [-1.28624, -0.40510, -2.85539], [-1.63107, 1.10578, -2.43051], [-2.09138, -2.41569, -1.98795], [-3.70792, -3.32253, -0.28239], [-4.86795, -2.13741, 1.35325], [-5.70876, 0.64229, 1.63582], [-4.55009, 0.46672, 2.57904], [-4.54818, 2.01857, 1.51266], [-2.93365, 1.52384, -0.21126], [1.90293, 2.77755, 1.36458], [2.31587, 2.15257, 3.74417], [-1.32688, 0.18126, 1.03394]],
  "relative_energy_kcal_mol": 383.2,
  "homo_lumo_gap_ev": 7.81,
  "total_energy_ha": -2194.628997
}